1.
{
  "formula": "C45H31AsN7O2S5W",
  "method": "wB97M-V/def2-TZVPD",
  "species": ["W", "S", "C", "S", "C", "C", "N", "C", "N", "O", "C", "C", "C", "C", "C", "C", "C", "O", "N", "N", "C", "S", "C", "C", "S", "H", "H", "H", "H", "H", "H", "H", "H", "H", "S", "C", "C", "C", "C", "C", "C", "As", "C", "C", "C", "C", "C", "C", "C", "C", "C", "C", "C", "C", "H", "H", "H", "H", "H", "H", "H", "H", "H", "H", "H", "H", "H", "H", "N", "C", "C", "C", "C", "C", "N", "C", "H", "H", "H", "H", "N", "C", "C", "C", "C", "C", "C", "C", "H", "H", "H", "H"],
  "coordinates": [[-0.03, -1.02, 0.26], [-0.85, -1.94, 2.59], [-2.37, -2.21, 1.79], [-2.59, -1.15, 0.43], [-3.28, -3.18, 2.15], [-3.04, -4.08, 3.20], [-2.84, -4.85, 4.03], [-4.47, -3.37, 1.42], [-5.44, -3.57, 0.84], [3.90, -0.44, -1.65], [3.49, 0.15, -2.79], [4.41, 0.26, -3.83], [4.07, 0.88, -5.01], [2.80, 1.41, -5.19], [1.87, 1.29, -4.18], [2.19, 0.66, -2.97], [1.15, 0.47, -1.98], [1.29, -0.36, -0.96], [-0.01, 1.06, -2.13], [-0.95, 0.73, -1.18], [-2.06, 1.39, -1.46], [-3.50, 1.44, -0.50], [-4.08, 3.00, -1.29], [-3.76, 2.89, -2.76], [-2.02, 2.36, -2.92], [3.17, -0.49, -1.01], [5.39, -0.17, -3.68], [4.80, 0.96, -5.80], [2.53, 1.89, -6.12], [0.86, 1.66, -4.30], [-3.55, 3.82, -0.82], [-5.15, 3.07, -1.11], [-3.85, 3.85, -3.28], [-4.39, 2.15, -3.25], [2.25, -0.60, 1.68], [1.94, 0.28, 3.16], [2.81, 0.16, 4.25], [2.56, 0.86, 5.41], [1.46, 1.70, 5.50], [0.61, 1.84, 4.42], [0.84, 1.14, 3.24], [-0.30, 1.14, 1.62], [-1.80, 2.08, 2.50], [-1.74, 3.44, 2.84], [-2.74, 4.01, 3.60], [-3.82, 3.25, 4.03], [-3.88, 1.90, 3.71], [-2.87, 1.32, 2.96], [0.52, 2.63, 0.61], [-0.25, 3.61, -0.01], [0.32, 4.49, -0.91], [1.67, 4.40, -1.21], [2.45, 3.43, -0.61], [1.88, 2.54, 0.29], [3.67, -0.50, 4.16], [3.23, 0.76, 6.25], [1.26, 2.24, 6.41], [-0.25, 2.50, 4.49], [-0.87, 4.02, 2.52], [-2.68, 5.06, 3.87], [-4.59, 3.70, 4.63], [-4.71, 1.30, 4.05], [-2.92, 0.27, 2.73], [-1.31, 3.66, 0.20], [-0.29, 5.23, -1.40], [2.12, 5.09, -1.92], [3.50, 3.34, -0.86], [2.49, 1.77, 0.74], [-1.33, -1.99, -6.05], [-1.27, -2.36, -4.96], [-1.22, -2.82, -3.63], [-1.63, -4.14, -3.29], [-1.61, -4.45, -1.93], [-1.19, -3.54, -1.00], [-0.74, -2.26, -1.33], [-0.79, -1.96, -2.64], [-1.94, -4.83, -4.05], [-1.92, -5.43, -1.59], [-1.21, -3.78, 0.06], [-0.48, -0.96, -2.96], [4.91, -6.82, 0.36], [4.13, -5.98, 0.34], [3.16, -4.95, 0.32], [2.99, -4.14, -0.80], [2.05, -3.13, -0.79], [1.23, -2.84, 0.32], [1.42, -3.70, 1.42], [2.34, -4.73, 1.43], [3.62, -4.29, -1.67], [1.95, -2.55, -1.71], [0.85, -3.57, 2.33], [2.44, -5.36, 2.31]],
  "mulliken_charge": [0.15, -0.43, 0.82, -0.76, 0.64, -0.11, -0.64, -0.10, -0.64, -0.75, 0.52, -0.72, -0.45, -0.76, -0.82, 0.10, 0.29, 0.77, -0.10, 1.15, -0.93, 0.14, -0.60, -0.68, 0.01, 0.03, 0.51, 0.39, 0.43, 0.52, 0.15, 0.52, 0.44, 0.31, -0.42, 1.22, -0.90, -0.64, -0.89, -0.68, -0.08, 2.09, 0.57, -0.83, -0.77, -0.68, -0.72, -0.45, 0.37, -0.09, -1.10, -0.73, -0.43, -0.54, 0.52, 0.37, 0.41, 0.36, 0.44, 0.44, 0.38, 0.45, 0.28, 0.46, 0.40, 0.39, 0.46, -0.01, -0.63, -0.19, -0.08, -0.55, -1.26, 0.03, 0.73, 0.24, 0.54, 0.48, 0.40, 0.51, -0.63, -0.13, 0.53, -0.90, 0.10, 0.38, -0.01, -1.03, 0.48, 0.10, 0.37, 0.48],
  "e_tot_ev": -178535.9546,
  "total_charge": -1,
  "orbital_gap_ev": [5.2, 5.2],
  "e_above_lowest_kj_mol": 183.8
}



2.
{
  "formula": "C4H4LaO5",
  "method": "wB97M-V/def2-TZVPD",
  "species": ["O", "C", "O", "O", "C", "C", "H", "H", "H", "H", "O", "O", "C", "La"],
  "coordinates": [[1.15, 0.12, 0.30], [2.44, 0.43, -0.18], [2.48, 1.70, -0.31], [3.23, -0.45, -0.40], [0.51, -1.13, 0.02], [-0.93, -0.98, 0.38], [1.01, -1.90, 0.63], [0.63, -1.39, -1.04], [-1.65, -1.50, -0.25], [-1.16, -0.93, 1.45], [-3.85, 0.91, -0.47], [-1.63, 1.17, 0.00], [-2.82, 1.39, -0.25], [0.58, 2.56, 0.12]],
  "mulliken_charge": [-0.37, 0.79, -0.57, -0.37, -0.17, -0.90, 0.31, 0.37, 0.42, 0.38, -0.13, -0.48, 0.63, 2.08],
  "e_tot_ev": -15290.4769,
  "total_charge": 2,
  "orbital_gap_ev": [6.0, 8.4],
  "multiplicity": 2,
  "s2": 0.758
}



3.
{
  "formula": "C2H4N4",
  "method": "wB97M-V/def2-TZVPD",
  "species": ["N", "C", "N", "N", "N", "C", "H", "H", "H", "H"],
  "coordinates": [[0.34, 1.41, 0.91], [0.25, 0.23, 0.23], [0.88, 0.04, -0.88], [0.21, -0.81, -1.64], [-0.96, -1.55, -0.51], [-0.73, -0.83, 0.51], [-0.25, 1.53, 1.71], [0.44, 2.22, 0.31], [0.94, -1.31, -2.20], [-1.12, -0.94, 1.55]],
  "mulliken_charge": [-0.50, 0.47, -0.38, -0.22, -0.45, 0.06, 0.20, 0.25, 0.24, 0.33],
  "e_tot_ev": -8096.2392,
  "total_charge": 0,
  "orbital_gap_ev": 9.0,
  "e_above_lowest_kj_mol": 296.7
}



4.
{
  "formula": "C33H27BrClN6O2ReSe",
  "method": "wB97M-V/def2-TZVPD",
  "species": ["Re", "C", "O", "C", "C", "C", "C", "C", "C", "N", "N", "C", "C", "O", "C", "C", "C", "C", "C", "C", "C", "C", "H", "H", "H", "H", "H", "H", "H", "H", "H", "H", "H", "H", "H", "Cl", "C", "C", "C", "C", "C", "C", "C", "H", "H", "H", "H", "H", "H", "N", "C", "C", "N", "C", "H", "H", "H", "H", "Se", "C", "N", "Br", "C", "C", "C", "C", "C", "N", "H", "H", "H", "H"],
  "coordinates": [[-0.11, 0.16, -0.66], [-1.52, 3.51, -2.29], [-1.68, 2.42, -1.39], [-2.93, 1.88, -1.26], [-4.04, 2.33, -1.96], [-5.27, 1.73, -1.75], [-5.41, 0.68, -0.86], [-4.30, 0.23, -0.16], [-3.07, 0.82, -0.37], [-1.90, 0.36, 0.34], [-2.13, 0.11, 1.55], [-1.10, 0.04, 2.45], [0.06, 0.79, 2.22], [0.44, 1.17, 1.03], [0.81, 1.22, 3.35], [0.55, 0.73, 4.59], [-0.52, -0.20, 4.82], [-0.72, -0.79, 6.08], [-1.76, -1.67, 6.27], [-2.63, -1.96, 5.21], [-2.45, -1.39, 3.97], [-1.38, -0.51, 3.75], [-2.18, 4.33, -2.02], [-0.48, 3.83, -2.19], [-1.71, 3.20, -3.32], [-3.95, 3.14, -2.67], [-6.13, 2.08, -2.31], [-6.37, 0.21, -0.70], [-4.37, -0.59, 0.54], [1.63, 1.91, 3.17], [1.15, 1.04, 5.43], [-0.06, -0.54, 6.89], [-1.90, -2.14, 7.23], [-3.45, -2.65, 5.37], [-3.11, -1.63, 3.15], [4.32, -4.86, -2.74], [2.93, -4.09, -2.02], [2.00, -3.47, -2.83], [0.92, -2.82, -2.24], [0.77, -2.76, -0.85], [-0.31, -1.95, -0.22], [1.69, -3.46, -0.08], [2.77, -4.12, -0.64], [2.11, -3.49, -3.90], [0.19, -2.34, -2.88], [-0.31, -2.07, 0.87], [-1.29, -2.23, -0.59], [1.57, -3.49, 1.00], [3.48, -4.65, -0.03], [4.26, -0.81, -0.18], [3.82, -1.09, 1.09], [2.50, -0.82, 1.10], [2.12, -0.36, -0.15], [3.20, -0.38, -0.89], [5.19, -0.92, -0.52], [4.48, -1.47, 1.86], [1.80, -0.94, 1.91], [3.26, -0.12, -1.93], [-3.02, -0.70, -4.37], [-1.91, -0.43, -3.10], [-1.11, -0.26, -2.23], [1.18, 0.35, -4.45], [1.81, 1.70, -3.30], [2.68, 2.64, -3.84], [3.17, 3.63, -3.00], [2.78, 3.64, -1.67], [1.92, 2.66, -1.23], [1.43, 1.69, -2.03], [2.95, 2.59, -4.88], [3.86, 4.38, -3.39], [3.14, 4.39, -0.98], [1.60, 2.62, -0.20]],
  "mulliken_charge": [2.16, -1.11, -0.07, 0.28, -0.61, -0.85, -0.83, -0.56, 0.82, 0.93, -0.92, 0.02, 0.22, -0.48, -0.86, -0.80, 0.77, -0.91, -0.58, -0.70, -0.78, 0.89, 0.46, 0.20, 0.42, 0.45, 0.42, 0.42, 0.49, 0.51, 0.43, 0.42, 0.40, 0.41, 0.46, -0.21, 0.38, -1.17, 0.18, -0.02, -1.51, -0.10, -0.99, 0.47, 0.54, 0.40, 0.77, 0.46, 0.47, 0.05, -0.91, -0.54, 0.19, -0.86, 0.24, 0.41, 0.67, 0.51, 0.03, 0.30, 0.28, 0.00, -0.08, -0.78, -0.46, -0.88, -0.33, 0.15, 0.50, 0.44, 0.50, 0.42],
  "e_tot_ev": -197729.2334,
  "total_charge": 1,
  "orbital_gap_ev": [5.9, 6.1],
  "multiplicity": 2,
  "e_above_lowest_kj_mol": 192.6,
  "s2": 0.803
}



5.
{
  "formula": "C3H10NO2",
  "method": "wB97M-V/def2-TZVPD",
  "species": ["C", "O", "C", "C", "N", "H", "H", "H", "H", "H", "H", "H", "H", "H", "H", "O"],
  "coordinates": [[-0.68, 0.68, 0.90], [-0.74, 1.10, -0.46], [-0.03, -0.65, 1.13], [1.32, -0.58, 0.53], [-0.81, -1.68, 0.40], [-0.11, 1.55, 1.41], [-1.75, 0.90, 1.30], [-0.11, -1.12, 2.14], [1.25, -0.29, -0.51], [1.74, -1.60, 0.40], [2.02, 0.06, 1.04], [-0.22, -2.36, -0.07], [-1.13, -1.06, -0.37], [-0.46, 1.54, -1.82], [-0.05, 1.40, -3.33], [-0.24, 2.11, -2.68]],
  "mulliken_charge": [-0.67, -0.83, 0.44, -1.30, -0.83, 0.23, 0.24, 0.21, 0.29, 0.34, 0.37, 0.22, 0.35, 0.47, 0.22, -0.75],
  "e_tot_ev": -8857.7107,
  "total_charge": -1,
  "orbital_gap_ev": 7.4,
  "e_above_lowest_kj_mol": 104.5
}



6.
{
  "formula": "C3H9N3O2S2",
  "method": "wB97M-V/def2-TZVPD",
  "species": ["C", "C", "C", "N", "N", "N", "O", "O", "S", "S", "H", "H", "H", "H", "H", "H", "H", "H", "H"],
  "coordinates": [[-0.07, -0.55, -0.70], [0.22, 2.66, 1.09], [-0.52, 1.37, 0.73], [0.25, -0.78, -2.05], [-0.84, -1.29, -0.04], [0.39, 0.62, -0.18], [-0.79, 0.63, 1.88], [-0.07, -3.85, -0.92], [1.93, -2.96, 0.92], [0.12, -3.38, 0.42], [-0.41, 3.48, 1.48], [1.15, 2.41, 1.73], [0.65, 3.06, 0.11], [-1.46, 1.55, 0.16], [0.28, -1.77, -2.27], [0.85, -0.11, -2.47], [-1.18, -2.08, -0.68], [-1.11, -0.26, 1.79], [0.62, 1.26, -0.99]],
  "mulliken_charge": [0.41, -1.10, 0.29, -0.39, -0.82, -0.24, -0.58, -0.48, -0.22, 0.53, 0.34, 0.28, 0.30, 0.25, 0.25, 0.19, 0.37, 0.37, 0.25],
  "e_tot_ev": -33491.5949,
  "total_charge": 0,
  "orbital_gap_ev": 8.3,
  "e_above_lowest_kj_mol": 0.0
}